Run 1
Entry from the Open Molecules 2025 dataset: an isolated molecule of C4H7N3 (ωB97M-V with the def2-TZVPD basis set).

Computed properties:
HOMO-LUMO gap in eV: 9.14
E_LUMO in eV: 1.0822
Total charge: 0

Atoms and positions in Å:
C1 -0.15 -1.90 0.74
N1 -1.20 -0.97 0.35
C2 -0.61 0.21 -0.01
C3 0.77 0.49 0.30
C4 1.06 1.55 -0.53
N2 -0.08 1.88 -1.15
N3 -1.13 1.09 -0.85
H1 0.82 -1.33 0.27
H2 0.01 -1.86 1.82
H3 -0.52 -2.94 0.55
H4 -1.97 -1.27 -0.24
H5 1.26 0.33 1.24
H6 1.97 2.11 -0.67
H7 -0.22 2.62 -1.81

Run 2
Entry from the Open Molecules 2025 dataset: an isolated molecule of C4H7N3 (ωB97M-V with the def2-TZVPD basis set).

Computed properties:
HOMO-LUMO gap (alpha / beta) in eV: 6.53 / 6.53
E_LUMO (alpha / beta) in eV: -0.3626 / -0.3614
Total charge: 0

Atoms and positions in Å:
C1 -1.48 0.63 -0.67
C2 -1.15 -0.87 0.73
N1 -0.09 0.13 0.31
C3 1.15 -0.26 -0.24
N2 1.32 -1.45 -0.67
C4 2.10 0.83 -0.39
N3 2.86 1.70 -0.48
H1 -0.94 1.43 -1.20
H2 -2.33 1.05 -0.13
H3 -1.78 -0.15 -1.36
H4 -1.00 -1.76 0.12
H5 -1.02 -1.09 1.80
H6 -0.01 0.91 0.94
H7 2.23 -1.56 -1.10

Run 3
Entry from the Open Molecules 2025 dataset: an isolated molecule of C4H7N3 (ωB97M-V with the def2-TZVPD basis set).

Computed properties:
HOMO-LUMO gap in eV: 10.01
E_LUMO in eV: 0.8765
Total charge: 0

Atoms and positions in Å:
H1 -1.78 2.45 -0.47
N1 -1.09 1.80 0.02
C1 -1.43 0.54 -0.15
N2 -0.72 -0.44 0.34
N3 -0.62 -1.69 -0.33
C2 0.47 -0.21 0.97
C3 1.59 0.11 0.11
C4 2.68 0.46 -0.43
H2 -2.18 0.26 -0.82
H3 -0.25 -1.56 -1.26
H4 -1.53 -2.04 -0.29
H5 0.56 0.72 1.48
H6 0.62 -1.12 1.58
H7 3.69 0.73 -0.75

Run 4
Entry from the Open Molecules 2025 dataset: a structure of composition C4H7N3 (ωB97M-V with the def2-TZVPD basis set).

Computed properties:
HOMO-LUMO gap in eV: 8.63
E_LUMO in eV: 1.0285
Total charge: 0

Atoms and positions in Å:
N1 -0.01 -1.19 0.24
N2 0.57 -2.16 1.00
N3 -1.67 0.66 -0.98
C1 -0.24 -0.02 0.85
C2 -0.74 1.08 0.00
C3 0.88 0.94 -0.47
C4 1.93 1.30 -0.95
H1 0.21 -2.27 1.95
H2 0.54 -3.05 0.52
H3 -1.47 -0.28 -1.31
H4 -1.85 1.34 -1.70
H5 0.02 0.17 1.89
H6 -0.97 2.02 0.50
H7 2.79 1.48 -1.54

Least stable: run 2

Run 1
Entry from the Open Molecules 2025 dataset: an isolated molecule of C4H7N3 (ωB97M-V with the def2-TZVPD basis set).

Computed properties:
HOMO-LUMO gap in eV: 9.37
E_LUMO in eV: 0.1729
Total charge: 0

Atoms and positions in Å:
H1 -1.75 2.94 0.49
N1 -0.96 2.33 0.40
C1 -1.15 1.15 0.18
C2 -2.27 0.29 0.25
N2 -3.31 -0.12 0.48
C3 0.13 0.38 -0.34
N3 0.50 -0.84 0.38
C4 1.60 -1.59 -0.27
H2 0.01 0.06 -1.38
H3 0.88 1.20 -0.28
H4 0.71 -0.55 1.41
H5 2.58 -0.99 -0.25
H6 1.24 -1.74 -1.26
H7 1.80 -2.52 0.19

Run 2
Entry from the Open Molecules 2025 dataset: an isolated molecule of C4H7N3 (ωB97M-V with the def2-TZVPD basis set).

Computed properties:
HOMO-LUMO gap in eV: 6.89
E_LUMO in eV: 0.0903
Total charge: 0

Atoms and positions in Å:
N1 -2.17 -0.80 0.04
C1 -0.86 -0.15 0.03
C2 0.20 -0.97 0.23
C3 1.27 0.00 0.14
N2 2.63 -0.35 0.34
C4 0.78 1.26 -0.12
N3 -0.61 1.19 -0.22
H1 -2.69 -0.83 -0.84
H2 -2.81 -0.56 0.80
H3 -1.76 -1.74 0.23
H4 3.25 0.13 -0.29
H5 2.72 -1.35 0.20
H6 1.28 2.22 -0.24
H7 -1.24 1.97 -0.31

Least stable: run 2

Run 1
Entry from the Open Molecules 2025 dataset: an isolated molecule of C4H7N3 (ωB97M-V with the def2-TZVPD basis set).

Computed properties:
HOMO-LUMO gap in eV: 8.91
E_LUMO in eV: 1.1002
Total charge: 0

Atoms and positions in Å:
C1 -1.17 0.57 1.91
N1 -0.34 0.96 0.78
C2 0.26 -0.03 0.06
N2 -0.07 0.87 -2.27
N3 0.75 -0.02 -2.28
C3 1.28 -0.59 -1.00
C4 0.43 -1.32 -0.08
H1 -0.60 -0.11 2.55
H2 -1.44 1.45 2.51
H3 -2.10 0.06 1.62
H4 -0.72 1.71 0.21
H5 1.16 -0.38 -3.16
H6 2.36 -0.86 -1.14
H7 0.26 -2.30 0.32

Run 2
Entry from the Open Molecules 2025 dataset: an isolated molecule of C4H7N3 (ωB97M-V with the def2-TZVPD basis set).

Computed properties:
HOMO-LUMO gap in eV: 9.37
E_LUMO in eV: 0.6959
Total charge: 0

Atoms and positions in Å:
C1 -0.05 1.61 0.40
N1 -0.31 0.24 0.45
C2 -0.49 -0.47 1.58
N2 -0.29 -1.80 1.43
C3 0.30 -1.93 0.15
C4 0.29 -0.72 -0.45
N3 0.22 -0.19 -1.73
H1 -1.00 2.24 0.91
H2 1.00 1.79 0.85
H3 0.09 1.97 -0.68
H4 -0.77 0.44 2.29
H5 0.45 -2.80 -0.42
H6 -0.53 -0.61 -2.51
H7 1.09 0.24 -2.26

Least stable: run 1

Run 1
Entry from the Open Molecules 2025 dataset: a cluster of 2 separate species, C2H4O3 in total (ωB97M-V with the def2-TZVPD basis set).

Computed properties:
HOMO-LUMO gap in eV: 11.35
E_LUMO in eV: 0.7770
Total charge: 0

Atoms and positions in Å:
C1 0.89 0.51 0.42
C2 -1.13 -0.34 -0.48
O1 1.37 -0.69 0.69
O2 1.54 -0.11 -0.60
O3 -0.42 0.70 0.33
H1 1.73 1.45 1.36
H2 -0.79 -0.20 -1.44
H3 -2.13 -0.07 -0.27
H4 -1.05 -1.25 -0.01

Run 2
Entry from the Open Molecules 2025 dataset: an isolated molecule of C2H4O3 (ωB97M-V with the def2-TZVPD basis set).

Computed properties:
HOMO-LUMO gap in eV: 9.76
E_LUMO in eV: 0.6086
Total charge: 0

Atoms and positions in Å:
C1 1.11 -0.66 -0.17
C2 0.20 0.43 -0.08
O1 -0.02 1.50 -0.49
O2 -1.12 -0.26 0.79
O3 -2.15 0.62 0.68
H1 2.22 -0.39 -0.24
H2 0.94 -1.32 0.62
H3 0.73 -1.12 -1.09
H4 -1.91 1.20 -0.01

Run 3
Entry from the Open Molecules 2025 dataset: an isolated molecule of C2H4O3 (ωB97M-V with the def2-TZVPD basis set).

Computed properties:
HOMO-LUMO gap in eV: 10.99
E_LUMO in eV: 0.3549
Total charge: 0

Atoms and positions in Å:
O1 0.41 1.35 0.04
C1 0.55 0.16 -0.01
O2 1.71 -0.48 -0.06
C2 -0.67 -0.72 0.13
O3 -1.85 -0.01 -0.14
H1 1.59 -1.46 -0.26
H2 -0.60 -1.15 1.24
H3 -0.80 -1.75 -0.49
H4 -1.57 0.87 0.06

Least stable: run 1

Run 1
Entry from the Open Molecules 2025 dataset: a cluster of 6 separate species, H12O6 in total (ωB97M-V with the def2-TZVPD basis set).

Computed properties:
HOMO-LUMO gap in eV: 11.00
E_LUMO in eV: 0.0822
Total charge: 0

Atoms and positions in Å:
O1 -0.83 2.82 -1.48
H1 -0.45 2.43 -0.72
H2 -0.57 2.46 -2.34
O2 -0.30 0.23 0.14
H3 -0.24 0.23 -0.80
H4 -0.67 -0.66 0.26
O3 1.97 -0.54 1.57
H5 1.22 -0.37 1.01
H6 1.48 -0.71 2.39
O4 -0.31 1.90 2.97
H7 -0.45 0.95 3.16
H8 -0.59 2.21 2.10
O5 0.14 -0.95 -2.71
H9 0.27 -0.12 -3.15
H10 0.82 -1.07 -2.10
O6 -0.46 -2.60 0.03
H11 0.09 -3.30 0.29
H12 -1.10 -2.91 -0.60

Run 2
Entry from the Open Molecules 2025 dataset: a cluster of 6 separate species, H12O6 in total (ωB97M-V with the def2-TZVPD basis set).

Computed properties:
HOMO-LUMO gap in eV: 10.83
E_LUMO in eV: 0.2342
Total charge: 0

Atoms and positions in Å:
O1 -40.63 -5.40 -6.33
H1 -40.08 -6.11 -6.71
H2 -40.19 -4.48 -6.44
O2 -38.64 -2.54 -4.62
H3 -38.91 -2.90 -5.53
H4 -38.25 -1.65 -4.78
O3 -37.61 -4.54 -8.53
H5 -37.57 -4.91 -9.37
H6 -37.44 -5.36 -8.00
O4 -41.48 -3.93 -9.31
H7 -40.55 -3.92 -8.81
H8 -41.87 -4.80 -9.40
O5 -39.64 -2.73 -7.45
H9 -39.68 -1.84 -7.27
H10 -39.01 -2.88 -8.10
O6 -40.59 -0.22 -8.22
H11 -40.25 0.61 -8.24
H12 -41.42 -0.09 -7.74

Least stable: run 2